Record 1
{"formula": "C3H9N2OP", "method": "ωB97M-V/def2-TZVPD", "species": ["C", "C", "C", "N", "N", "O", "P", "H", "H", "H", "H", "H", "H", "H", "H", "H"], "coordinates": [[1.8342, 1.3987, -0.7749], [1.0984, 1.8024, 0.0932], [0.1115, 2.4689, 0.9496], [0.0158, -0.9981, 1.0026], [-0.5552, -2.6307, -1.1661], [-2.3962, -1.9892, 0.3265], [-1.1867, -1.4235, -0.1589], [-1.3236, -0.2497, -0.8851], [2.4004, 0.7237, -1.2455], [0.0556, 1.9029, 1.8171], [0.4393, 3.3939, 1.2805], [-0.9084, 2.4358, 0.5564], [1.0025, -1.1326, 0.7104], [-0.1201, -0.0275, 1.3081], [-1.3881, -3.1734, -1.1165], [0.0110, -2.6546, -1.9486]], "gap_ha": 0.39879, "smiles": "N[PH](N)=O.C#CC", "largest_force_ha_per_bohr": 0.09732, "multiplicity": 1}

---

Record 2
{"formula": "C3H9N2OS", "method": "ωB97M-V/def2-TZVPD", "species": ["C", "C", "C", "N", "N", "O", "S", "H", "H", "H", "H", "H", "H", "H", "H", "H"], "coordinates": [[0.1116, 0.2696, -0.3093], [-2.0586, 1.0542, -1.0517], [1.0382, -0.8021, 0.2403], [-1.0680, 0.0364, -0.8212], [1.8715, -0.2458, 1.1804], [0.4794, 1.4922, -0.2567], [0.0278, -2.2470, 0.9642], [-2.8226, 0.9545, -0.2979], [-1.6545, 1.9904, -1.1470], [-2.5696, 0.9492, -1.9865], [1.6642, -1.3381, -0.5531], [-1.4236, -0.9698, -0.9793], [1.3642, 0.0267, 2.0077], [1.4412, 1.7055, -0.3577], [2.7106, -0.7308, 1.3821], [0.8883, -2.1451, 1.9858]], "gap_ha": 0.34684, "total_charge": 1, "smiles": "C/[NH+]=C(\\O)[C@@H](N)S", "largest_force_ha_per_bohr": 0.06202, "multiplicity": 1}